Molecular formula: C23H13Co2F3O8S
Method: DFT, ωB97M-V/def2-TZVPD

Multiplicity: 1
E (eV): -134679.599
Orbital gap (Eh): 0.237

Last column: Mulliken charge in e.
Element x y z (Å)
F (5.539, 1.562, -3.240)  -0.27
C (5.249, 0.448, -2.504)  0.90
F (5.759, -0.623, -3.181)  -0.27
F (5.955, 0.551, -1.330)  -0.24
C (3.777, 0.302, -2.225)  0.38
C (3.228, -0.969, -2.110)  -1.21
C (1.890, -1.084, -1.750)  -0.25
C (1.089, 0.041, -1.549)  0.58
C (-0.395, -0.206, -1.305)  0.12
S (-1.420, 1.330, -1.324)  1.45
C (-3.059, 0.695, -1.738)  0.06
C (-3.385, 0.461, -3.076)  -0.31
C (-4.617, -0.112, -3.393)  -0.60
C (-5.540, -0.394, -2.378)  -0.41
C (-5.228, -0.097, -1.048)  -0.61
C (-3.992, 0.461, -0.722)  -0.33
O (-1.488, 1.860, 0.018)  -0.64
O (-1.035, 2.146, -2.449)  -0.67
C (1.677, 1.301, -1.625)  -0.06
C (3.012, 1.439, -2.005)  -1.49
H (3.826, -1.856, -2.304)  0.43
H (1.452, -2.076, -1.645)  0.34
H (-0.790, -0.701, -2.207)  0.56
H (-2.669, 0.715, -3.859)  0.44
H (-4.849, -0.338, -4.433)  0.38
H (-6.500, -0.843, -2.624)  0.38
H (-5.946, -0.306, -0.254)  0.39
H (-3.741, 0.712, 0.308)  0.46
H (1.135, 2.215, -1.401)  0.41
H (3.441, 2.432, -2.128)  0.41
O (-2.473, 1.823, 4.603)  -0.34
C (-1.463, 1.294, 4.414)  0.47
Co (0.044, 0.401, 4.244)  0.20
C (1.240, 1.671, 3.939)  0.07
O (2.042, 2.494, 3.810)  -0.33
C (-0.014, 0.217, 5.993)  0.34
O (-0.030, 0.058, 7.137)  -0.35
C (-0.658, -0.423, 2.377)  -1.67
C (-0.183, -0.761, 1.170)  1.55
C (-0.712, -1.085, -0.157)  -0.89
Co (1.001, -1.170, 2.444)  -0.12
C (2.458, -0.360, 1.902)  0.10
O (3.470, 0.099, 1.579)  -0.32
C (1.456, -2.872, 2.338)  0.12
O (1.733, -3.996, 2.322)  -0.34
C (1.467, -1.167, 4.231)  0.29
O (2.139, -1.623, 5.077)  -0.44
H (-1.739, -0.399, 2.585)  0.54
H (-0.336, -2.087, -0.433)  0.52
H (-1.817, -1.180, -0.094)  0.33

***

Molecular formula: C16H14BF5N6OV
Method: DFT, ωB97M-V/def2-TZVPD

Multiplicity: 2
E (eV): -67708.253
Orbital gap (spin up / spin down) (Eh): 0.159 / 0.169
Expectation value of S²: 0.845
Net charge: +4

Last column: Mulliken charge in e.
Element x y z (Å)
C (-0.083, 2.967, 0.119)  -0.21
N (0.307, 1.763, -0.394)  0.36
N (1.164, 2.056, -1.458)  0.04
C (1.324, 3.377, -1.558)  0.08
C (0.558, 3.994, -0.571)  -1.12
B (1.671, 0.912, -2.369)  -0.08
N (2.380, -0.120, -1.435)  -0.27
N (1.717, -0.678, -0.340)  0.60
C (2.565, -1.572, 0.241)  -0.06
C (3.755, -1.581, -0.478)  -1.14
C (3.595, -0.667, -1.517)  0.09
V (-0.151, -0.155, -0.036)  0.86
N (0.431, 0.213, -2.952)  0.24
N (-0.506, -0.334, -2.090)  -0.15
C (-1.509, -0.823, -2.862)  -0.13
C (-1.198, -0.617, -4.212)  -1.05
C (0.032, 0.043, -4.219)  0.06
H (-2.373, -1.283, -2.413)  0.56
H (0.639, 0.402, -5.035)  0.53
H (-1.782, -0.905, -5.067)  0.47
H (2.417, 1.312, -3.207)  0.08
H (4.249, -0.368, -2.321)  0.54
H (1.958, 3.792, -2.329)  0.54
H (4.618, -2.185, -0.260)  0.48
H (0.475, 5.049, -0.386)  0.47
H (2.238, -2.127, 1.111)  0.34
H (-0.787, 3.016, 0.934)  0.49
H (-0.564, -2.907, 1.262)  0.50
C (-0.094, -2.252, 2.008)  -0.81
H (0.792, -2.750, 2.404)  0.49
H (0.182, -1.250, 1.591)  -0.05
H (-0.793, -2.104, 2.837)  0.32
F (-4.660, 1.123, 5.181)  -0.07
C (-3.919, 0.717, 4.135)  0.57
C (-4.470, -0.152, 3.189)  0.33
F (-5.727, -0.618, 3.356)  -0.15
C (-3.733, -0.518, 2.081)  0.19
F (-4.222, -1.398, 1.179)  -0.17
C (-2.437, 0.009, 1.883)  0.09
O (-1.772, -0.290, 0.788)  -0.05
C (-1.861, 0.790, 2.911)  0.44
F (-0.539, 1.150, 2.857)  -0.36
C (-2.607, 1.181, 3.999)  0.23
F (-2.086, 2.007, 4.932)  -0.14

***

Molecular formula: C12H13ClGaO2
Method: DFT, ωB97M-V/def2-TZVPD

Multiplicity: 1
E (eV): -81645.562
Orbital gap (spin up / spin down) (Eh): 0.155 / 0.156
Net charge: -1

Last column: Mulliken charge in e.
Element x y z (Å)
C (0.089, -2.676, 2.354)  -0.74
C (-0.694, -1.489, 2.128)  -0.51
C (0.212, -0.362, 2.245)  -0.63
H (-1.780, -1.419, 2.079)  0.55
C (1.534, -0.879, 2.399)  -0.72
C (1.450, -2.305, 2.465)  -0.23
H (2.304, -2.976, 2.557)  0.43
H (-0.301, -3.681, 2.443)  0.39
H (-0.091, 0.670, 2.206)  0.62
H (2.452, -0.291, 2.434)  0.44
Ga (-0.517, -0.696, -0.360)  0.43
Cl (-0.376, -2.830, -0.934)  -0.42
C (-2.102, 2.004, -2.492)  -0.63
C (-1.189, 2.929, -1.904)  -0.33
C (-1.750, 3.388, -0.672)  -0.50
H (-0.246, 3.247, -2.330)  0.38
C (-3.003, 2.722, -0.484)  -0.51
C (-3.221, 1.866, -1.612)  -0.55
H (-4.091, 1.239, -1.782)  0.40
H (-1.968, 1.507, -3.446)  0.42
H (-1.304, 4.122, -0.008)  0.39
H (-3.681, 2.865, 0.353)  0.38
C (3.270, -1.663, -0.895)  -0.44
O (2.532, -0.524, -1.476)  -0.41
C (1.319, -0.031, -1.256)  0.54
O (0.865, 1.019, -1.775)  -0.42
H (4.273, -1.647, -1.356)  0.24
H (2.693, -2.576, -1.066)  0.25
H (3.321, -1.532, 0.187)  0.19

***

Molecular formula: C46H68BN3O26P
Method: DFT, ωB97M-V/def2-TZVPD

Multiplicity: 1
E (eV): -116462.709
Orbital gap (Eh): 0.294
Net charge: +1

Last column: Mulliken charge in e.
Element x y z (Å)
C (5.413, 7.279, -3.236)  -0.34
C (4.266, 6.777, -2.822)  -0.50
C (3.013, 6.018, -2.190)  0.38
C (3.298, 5.152, -0.879)  0.75
C (2.165, 4.669, 0.095)  -0.04
C (0.621, 5.046, -0.216)  -0.95
B (0.120, 4.051, -1.444)  0.47
O (0.227, 2.607, -1.229)  -0.36
O (-0.403, 4.529, -2.707)  -0.50
N (2.715, 3.884, 1.214)  0.40
P (1.695, 3.175, 2.495)  0.08
O (1.898, 1.451, 2.399)  -0.51
O (2.249, 3.579, 4.067)  -0.49
C (4.161, 3.853, 0.967)  -0.46
C (5.183, 3.097, 1.987)  0.29
C (5.338, 3.984, 3.357)  -0.36
C (6.879, 4.211, 3.802)  -0.62
C (7.573, 2.856, 4.408)  -0.57
C (8.469, 2.076, 3.295)  -0.43
O (9.415, 2.956, 2.631)  -0.37
C (9.084, 3.179, 1.234)  -0.24
N (4.506, 4.572, -0.276)  0.59
C (5.901, 4.728, -0.837)  -0.32
C (6.367, 3.606, -1.829)  -0.24
C (7.836, 3.766, -2.443)  -0.40
C (8.675, 5.039, -1.958)  -0.36
C (7.970, 5.991, -0.922)  -0.32
N (6.636, 5.882, -0.375)  -0.38
H (6.315, 7.667, -3.844)  0.36
H (2.248, 6.846, -1.882)  0.31
H (2.456, 5.401, -3.011)  -0.07
H (-0.008, 4.871, 0.754)  0.41
H (0.537, 6.163, -0.483)  0.25
H (0.928, 2.299, -1.867)  0.24
H (0.343, 4.439, -3.378)  0.37
H (1.383, 1.170, 1.591)  0.35
H (2.760, 2.788, 4.412)  0.35
H (4.725, 2.082, 2.330)  0.45
H (6.187, 2.843, 1.490)  -0.19
H (4.813, 3.487, 4.270)  0.10
H (4.819, 5.006, 3.139)  0.32
H (6.919, 4.997, 4.664)  0.35
H (7.514, 4.666, 2.947)  0.22
H (6.746, 2.136, 4.771)  0.29
H (8.185, 3.146, 5.356)  0.34
H (9.108, 1.293, 3.878)  0.31
H (7.733, 1.536, 2.594)  0.24
H (8.485, 2.332, 0.737)  0.23
H (8.470, 4.158, 1.064)  0.00
H (10.084, 3.342, 0.667)  0.26
H (5.699, 2.715, -2.139)  0.37
H (8.246, 2.984, -3.184)  0.36
H (9.748, 5.212, -2.378)  0.39
H (8.593, 6.912, -0.575)  0.34
C (-2.349, 0.244, -1.789)  -1.37
C (-1.986, -1.189, -2.119)  0.74
C (-0.531, -1.377, -2.429)  -0.17
O (-0.543, -2.479, -3.323)  -0.36
C (-1.755, -2.457, -3.949)  0.57
O (-2.029, -3.107, -4.922)  -0.55
O (-2.615, -1.600, -3.328)  -0.38
H (-3.392, 0.304, -1.466)  0.38
H (-1.716, 0.642, -0.992)  0.23
H (-2.258, 0.885, -2.670)  0.40
H (-2.314, -1.860, -1.316)  0.05
H (0.056, -1.609, -1.537)  0.28
H (-0.079, -0.519, -2.939)  0.16
C (-5.297, -1.475, 1.862)  -1.36
C (-4.328, -2.615, 2.098)  0.50
C (-3.711, -2.597, 3.465)  -0.32
O (-2.447, -3.211, 3.241)  -0.36
C (-2.123, -2.968, 1.942)  0.56
O (-1.029, -3.148, 1.468)  -0.53
O (-3.192, -2.491, 1.246)  -0.15
H (-5.796, -1.598, 0.896)  0.34
H (-6.059, -1.432, 2.641)  0.33
H (-4.773, -0.515, 1.822)  0.37
H (-4.811, -3.576, 1.889)  0.19
H (-4.294, -3.170, 4.196)  0.21
H (-3.544, -1.588, 3.855)  0.30
C (0.853, -5.499, 1.547)  -1.40
C (1.514, -6.498, 2.474)  0.58
C (2.133, -7.659, 1.754)  -0.52
O (2.042, -8.704, 2.713)  -0.32
C (0.972, -8.410, 3.505)  0.59
O (0.468, -9.181, 4.278)  -0.53
O (0.546, -7.132, 3.303)  -0.28
H (0.517, -4.627, 2.111)  0.29
H (1.540, -5.164, 0.766)  0.40
H (-0.038, -5.928, 1.078)  0.33
H (2.242, -5.994, 3.120)  0.25
H (3.174, -7.473, 1.484)  0.32
H (1.582, -7.961, 0.857)  0.32
C (-0.824, 3.051, -8.570)  -1.49
C (-0.741, 3.912, -7.327)  0.97
C (0.002, 5.194, -7.543)  -0.51
O (0.544, 5.456, -6.254)  -0.29
C (0.691, 4.248, -5.645)  0.59
O (1.327, 4.069, -4.629)  -0.72
O (0.038, 3.269, -6.322)  -0.30
H (-1.465, 2.185, -8.387)  0.36
H (-1.230, 3.610, -9.416)  0.40
H (0.160, 2.658, -8.842)  0.40
H (-1.743, 4.092, -6.921)  -0.24
H (-0.655, 6.006, -7.859)  0.33
H (0.827, 5.107, -8.257)  0.32
C (-6.123, 5.013, -4.721)  -1.56
C (-4.970, 4.860, -5.691)  0.67
C (-4.423, 6.170, -6.176)  -0.47
O (-3.928, 5.842, -7.468)  -0.34
C (-4.672, 4.785, -7.910)  0.65
O (-4.680, 4.387, -9.043)  -0.54
O (-5.407, 4.243, -6.897)  -0.34
H (-6.409, 4.038, -4.319)  0.37
H (-5.859, 5.668, -3.888)  0.38
H (-7.008, 5.414, -5.224)  0.37
H (-4.183, 4.235, -5.252)  0.23
H (-3.619, 6.545, -5.539)  0.31
H (-5.185, 6.949, -6.283)  0.35
C (-3.189, -10.173, 5.367)  -1.37
C (-2.618, -11.524, 5.746)  0.54
C (-1.634, -12.054, 4.746)  -0.34
O (-1.775, -13.461, 4.885)  -0.33
C (-3.048, -13.681, 5.322)  0.60
O (-3.584, -14.757, 5.339)  -0.54
O (-3.635, -12.521, 5.734)  -0.34
H (-3.813, -9.787, 6.178)  0.34
H (-2.398, -9.448, 5.164)  0.32
H (-3.836, -10.253, 4.488)  0.36
H (-2.186, -11.486, 6.752)  0.23
H (-0.611, -11.744, 4.968)  0.27
H (-1.871, -11.781, 3.712)  0.29
C (-10.253, -4.886, 3.453)  -1.46
C (-9.184, -4.077, 4.158)  0.44
C (-8.668, -2.933, 3.338)  -0.53
O (-7.334, -2.790, 3.810)  -0.25
C (-6.949, -4.018, 4.257)  0.62
O (-5.813, -4.322, 4.522)  -0.60
O (-8.013, -4.860, 4.364)  -0.33
H (-10.668, -5.635, 4.133)  0.36
H (-11.067, -4.250, 3.100)  0.37
H (-9.834, -5.435, 2.605)  0.37
H (-9.546, -3.738, 5.136)  0.26
H (-9.236, -2.015, 3.502)  0.34
H (-8.637, -3.143, 2.264)  0.32

***

Molecular formula: C4H9N3
Method: DFT, ωB97M-V/def2-TZVPD

Multiplicity: 1
E (eV): -8757.802
Orbital gap (spin up / spin down) (Eh): 0.347 / 0.241

Last column: Mulliken charge in e.
Element x y z (Å)
C (1.007, -1.585, 0.379)  -0.80
C (-0.004, 1.856, 1.007)  -1.08
N (0.140, -1.069, -0.681)  -0.31
C (0.372, 1.342, -0.330)  0.52
C (-1.018, -0.666, -0.572)  0.48
N (0.955, 1.861, -1.273)  -0.72
N (-2.149, -0.220, -0.608)  -0.55
H (1.103, 1.310, -2.117)  0.26
H (-2.887, -0.890, -0.817)  0.29
H (-0.922, -2.721, -0.897)  0.02
H (1.827, -0.878, 0.519)  0.33
H (1.411, -2.534, 0.037)  0.36
H (0.478, -1.737, 1.319)  0.27
H (0.434, 1.230, 1.786)  0.25
H (-1.089, 1.811, 1.116)  0.30
H (0.341, 2.889, 1.130)  0.37